Version one
ORCA calculation (ωB97M-V/def2-TZVPD) on a cluster of 3 separate species, C5H12O3 in total.

Last column: Löwdin charge in e.
Atoms and positions in Å:
C (-0.01051, -2.70767, 1.30055)  -0.12
C (-0.34538, -1.69695, 0.20874)  -0.15
C (0.61332, -0.74314, -0.14100)  -0.08
C (0.28890, 0.34296, -1.26765)  -0.10
C (-0.99682, 0.59707, -1.56369)  -0.27
O (-1.41358, 1.50081, -2.46475)  -0.04
H (0.80924, -3.28542, 0.92041)  0.06
H (0.26703, -2.26020, 2.27787)  0.07
H (-0.81593, -3.27679, 1.72638)  0.06
H (-1.34938, -1.71016, -0.18937)  0.08
H (1.54730, -0.73508, 0.28118)  0.05
H (1.15034, 0.93895, -1.76369)  0.12
H (-1.94157, 0.23927, -1.01399)  0.15
H (-0.60074, 2.14015, -2.67905)  0.17
O (-1.07113, -0.20810, 3.12589)  -0.09
H (-0.34318, 0.49342, 3.12008)  0.08
H (-1.53803, 0.25520, 2.40658)  0.03
O (2.56380, 2.29710, -0.21080)  0.00
H (1.68606, 1.89218, -0.07502)  0.02
H (3.19917, 1.83642, 0.16415)  -0.05

Summary:
E_HOMO in eV: -8.255
Total charge: 0
HOMO-LUMO gap in eV: 8.74
SMILES: C/C=C/C=C/O.O.O

***

Version two
ORCA calculation (ωB97M-V/def2-TZVPD) on a cluster of 3 separate species, C5H12O3 in total.

Last column: Löwdin charge in e.
Atoms and positions in Å:
O (1.92424, 1.24412, 0.06669)  0.01
C (2.45438, 0.47765, -0.75403)  -0.57
O (2.04637, -0.56448, -1.24065)  0.01
C (-1.71426, 0.96050, -0.47651)  -0.10
C (-0.83456, -0.11118, -0.98673)  -0.21
C (-0.64806, -1.10283, 0.12857)  -0.20
C (0.13282, -0.60303, 1.29864)  -0.04
H (3.39405, 0.89024, -1.15965)  0.14
H (-3.44376, -0.96008, 1.68595)  0.03
H (-1.79812, 1.90242, -1.03467)  0.10
H (0.23237, 0.22461, -1.19477)  0.14
H (-1.31297, -0.59930, -1.83661)  0.13
H (-0.17642, -2.01660, -0.25527)  0.14
H (-1.75280, -1.28447, 0.46606)  0.15
H (-0.44923, 0.12927, 1.84646)  0.08
H (0.37532, -1.39833, 1.98565)  0.10
H (1.04231, -0.09649, 0.86816)  0.09
H (-2.66466, 0.42250, -0.24995)  0.09
H (-1.39052, 1.16987, 0.53400)  0.06
O (-2.56873, -0.55725, 1.56842)  -0.14

Summary:
E_HOMO in eV: -9.248
Total charge: 0
HOMO-LUMO gap in eV: 4.71

***

The relative energies come out as version one 0.000; version two 4.348, with values in eV.

***

Version one
ORCA calculation (ωB97M-V/def2-TZVPD) on an isolated molecule of C4H9N3O2.

Last column: Löwdin charge in e.
Atoms and positions in Å:
C (0.87746, 1.54261, 0.08604)  -0.07
C (-0.60481, 1.31613, -0.32152)  -0.27
N (-1.15888, 0.17917, 0.27647)  0.01
C (-0.95093, -1.15796, -0.31490)  -0.32
C (-0.22831, -2.11747, 0.49255)  -0.02
O (-2.41480, -1.39177, -0.45648)  0.02
N (-2.67603, -0.02732, -0.14422)  -0.07
N (-3.59915, 0.70412, 0.20486)  -0.11
O (-4.77740, 0.48216, 0.22801)  -0.03
H (1.54433, 0.87332, -0.50386)  0.08
H (1.10260, 2.53380, 0.17237)  0.03
H (1.08435, 1.27474, 1.18869)  0.11
H (-1.04929, 2.15817, 0.15932)  0.11
H (-0.77946, 1.28106, -1.42624)  0.13
H (-0.58728, -1.00756, -1.34953)  0.15
H (0.00889, -3.09678, 0.14483)  0.09
H (-0.48694, -2.15606, 1.53716)  0.10
H (0.72728, -1.73214, 0.57912)  0.06

Summary:
E_HOMO in eV: -8.867
Total charge: 0
HOMO-LUMO gap in eV: 9.56
SMILES: CCN1[C@@H](C)ON1N=O

***

Version two
ORCA calculation (ωB97M-V/def2-TZVPD) on an isolated molecule of C4H9N3O2.

Last column: Löwdin charge in e.
Atoms and positions in Å:
O (-0.05092, -2.52775, 1.81892)  -0.09
N (-0.07997, -1.90851, 0.73529)  0.00
N (0.93810, -1.11752, 0.63247)  -0.24
O (1.92486, -1.23566, 1.56232)  0.06
N (0.99060, 0.02112, -0.09893)  -0.09
C (0.44092, 0.06375, -1.46112)  -0.15
C (-0.99516, 0.59389, -1.35598)  -0.18
C (-1.18206, 0.87620, 0.13165)  -0.19
C (0.25834, 1.14320, 0.60153)  -0.12
H (1.52101, -1.90365, 2.19778)  0.11
H (0.47857, -0.98451, -1.79968)  0.12
H (1.02564, 0.62685, -2.15213)  0.10
H (-1.67700, -0.18896, -1.82510)  0.13
H (-1.10507, 1.46496, -1.99301)  0.10
H (-1.52691, -0.00490, 0.68707)  0.09
H (-1.78487, 1.77868, 0.38401)  0.12
H (0.54496, 2.11711, 0.23905)  0.11
H (0.27897, 1.18568, 1.69588)  0.12

Summary:
E_HOMO in eV: -9.139
Total charge: 0
HOMO-LUMO gap in eV: 10.08
SMILES: O=NN(O)N1CCCC1

***

The relative energies come out as version one 2.055; version two 0.000, with values in eV.

***

Version one
ORCA calculation (ωB97M-V/def2-TZVPD) on an isolated molecule of C2H6N2O2S.

Last column: Löwdin charge in e.
Atoms and positions in Å:
O (-2.37989, 0.25083, -1.67904)  -0.04
C (-1.98207, -0.00220, -0.26506)  -0.15
C (-0.51144, -0.12220, 0.11430)  -0.50
N (-0.32106, -1.02344, 0.96393)  0.02
O (0.77771, -1.14216, 1.97550)  -0.13
N (0.26401, 0.97012, -0.27117)  -0.26
S (2.03670, 0.54203, -0.43968)  0.68
H (-2.16345, -0.42145, -2.22664)  0.01
H (-2.51764, -0.84579, 0.32229)  0.13
H (-2.54003, 0.80531, 0.34570)  0.14
H (0.36516, -2.04063, 2.26621)  0.13
H (0.01609, 1.59541, -0.97069)  0.04
H (2.43062, 0.48489, 0.98165)  -0.08

Summary:
E_HOMO in eV: -9.102
Total charge: 0
HOMO-LUMO gap in eV: 9.70
SMILES: OC/C(=N/O)NS

***

Version two
ORCA calculation (ωB97M-V/def2-TZVPD) on a cluster of 2 separate species, C2H6N2O2S in total.

Last column: Löwdin charge in e.
Atoms and positions in Å:
C (-1.93209, 1.05818, -1.58530)  -0.15
C (1.19562, -0.62176, 0.52854)  -0.36
N (-2.53169, 0.07764, -1.22724)  0.05
N (1.79017, -1.19275, 1.72217)  0.00
O (1.09628, 1.69646, -0.90057)  -0.55
O (0.14236, 0.25173, 0.90408)  -0.43
S (-0.00911, 1.55930, 0.05542)  0.90
H (-2.03432, 1.71801, -2.44776)  0.06
H (1.82788, -0.09969, -0.26255)  0.11
H (0.80619, -1.60675, 0.01821)  0.15
H (-3.30543, -0.53588, -1.38428)  0.06
H (1.82579, -0.43305, 2.41687)  0.08
H (1.12836, -1.87144, 2.16242)  0.09

Summary:
E_HOMO (alpha / beta) in eV: -7.359 / -7.367
Total charge: 0
HOMO-LUMO gap (alpha / beta) in eV: 7.64 / 7.80

***

The relative energies come out as version one 0.000; version two 0.129, with values in eV.

***

Version one
ORCA calculation (ωB97M-V/def2-TZVPD) on an isolated molecule of C3H9NS.

Last column: Löwdin charge in e.
Atoms and positions in Å:
C (2.24810, 0.46345, -0.26340)  -0.09
C (0.73529, 0.41544, -0.42503)  -0.58
N (0.15813, 1.76176, -0.24503)  0.02
C (0.18195, -0.62197, 0.47256)  -0.51
S (-1.60446, -0.84872, 0.08593)  0.70
H (2.70440, -0.47875, -0.59495)  0.08
H (2.76053, 1.21852, -0.84421)  0.07
H (2.60388, 0.55484, 0.75599)  0.07
H (0.59473, 0.20139, -1.49170)  0.13
H (-0.00285, 2.20522, -1.13571)  0.07
H (-0.72549, 1.69552, 0.24606)  0.03
H (0.30604, -0.27586, 1.49590)  0.09
H (0.59921, -1.59031, 0.22832)  0.07
H (-2.09181, -1.20615, 1.27646)  -0.16

Summary:
E_HOMO in eV: -9.041
Total charge: 0
HOMO-LUMO gap in eV: 9.96
SMILES: C[C@H](N)CS

***

Version two
ORCA calculation (ωB97M-V/def2-TZVPD) on a cluster of 4 separate species, C3H9NS in total.

Last column: Löwdin charge in e.
Atoms and positions in Å:
C (-1.30031, 1.60798, -1.93811)  -0.17
C (-0.38618, -0.18030, -0.63066)  -0.51
C (0.64281, -1.10413, -0.11321)  -0.46
H (-0.33051, 1.79483, -3.22188)  0.17
H (-1.85933, 2.74676, -1.02387)  0.16
H (-2.30903, 0.32418, -2.09937)  0.18
H (-0.31922, 1.48542, -0.11065)  0.02
H (-1.08422, -0.38891, 0.45594)  0.12
H (-0.75976, -0.72196, -1.52104)  0.06
H (0.30978, -2.17969, -0.13250)  0.09
H (1.71302, -0.89691, -0.17319)  0.04
H (-0.19555, -1.75179, 2.01998)  -0.11
N (-0.02081, 1.20120, -1.02026)  -0.17
S (0.70266, -0.67260, 1.81502)  0.58

Summary:
E_HOMO in eV: -9.047
Total charge: 0
HOMO-LUMO gap in eV: 8.79

***

The relative energies come out as version one 0.000; version two 9.320, with values in eV.

***

Version one
ORCA calculation (ωB97M-V/def2-TZVPD) on a cluster of 2 separate species, C3H9NS in total.

Last column: Löwdin charge in e.
Atoms and positions in Å:
C (0.47728, 2.79037, -0.77357)  -0.07
C (-0.53041, 2.94518, 0.12127)  -0.30
N (-1.75086, 2.31813, 0.01303)  0.06
H (0.98887, 3.39151, -1.50346)  0.02
H (0.62415, 1.75175, -1.11360)  0.02
H (-0.41158, 3.48494, 1.06625)  0.10
H (-1.99097, 1.79536, -0.80696)  0.09
H (-2.38427, 2.70863, 0.68237)  0.08
C (1.59807, -2.55483, -0.41554)  -0.47
S (0.03092, -2.43992, 0.58546)  0.59
H (1.61152, -3.50176, -0.93697)  0.01
H (2.42833, -2.43065, 0.25380)  0.01
H (1.70981, -1.76079, -1.14773)  0.02
H (0.15488, -1.12698, 0.33494)  -0.18

Summary:
E_HOMO in eV: -7.438
Total charge: 0
HOMO-LUMO gap in eV: 8.33
SMILES: C=CN.CS

***

Version two
ORCA calculation (ωB97M-V/def2-TZVPD) on an isolated molecule of C3H9NS.

Last column: Löwdin charge in e.
Atoms and positions in Å:
C (-2.00014, 0.17537, -1.16365)  -0.14
N (-1.59360, 0.63691, 0.17582)  -0.18
C (-0.54128, -0.01920, 0.88328)  -0.54
S (0.87522, -0.69109, -0.11926)  0.76
C (2.20448, 0.47607, 0.42518)  -0.40
H (-1.72638, -0.88312, -1.22272)  0.06
H (-3.08536, 0.22267, -1.21678)  0.07
H (-1.55438, 0.69350, -2.00821)  0.07
H (-1.33051, 1.60805, 0.04307)  0.09
H (-0.96449, -0.86404, 1.43435)  0.07
H (-0.12010, 0.58549, 1.68334)  0.07
H (2.87675, 0.70558, -0.39207)  0.02
H (2.72207, -0.00425, 1.25256)  0.02
H (1.74492, 1.37668, 0.82235)  0.02

Summary:
E_HOMO in eV: -8.536
Total charge: 0
HOMO-LUMO gap in eV: 9.54
SMILES: CNCSC

***

The relative energies come out as version one 2.070; version two 0.000, with values in eV.

***

Version one
ORCA calculation (ωB97M-V/def2-TZVPD) on a structure of composition C3H9NS.

Last column: Löwdin charge in e.
Atoms and positions in Å:
C (-1.52760, -0.24616, 0.27975)  -0.08
C (-0.10179, -0.06703, -0.28704)  -0.59
C (0.88432, -0.10797, 0.82197)  -0.65
S (2.64312, 0.14528, 0.32348)  0.61
N (-0.07897, 1.15759, -1.04811)  0.02
H (-1.67653, -1.07191, 0.97146)  0.07
H (-2.40487, -0.25928, -0.38925)  0.08
H (-1.70087, 0.63009, 0.93807)  0.08
H (0.08652, -0.92369, -0.97081)  0.11
H (0.73857, 0.61163, 1.63656)  0.07
H (0.76134, -0.97543, 1.47195)  0.07
H (2.15003, -1.34819, -0.51375)  0.09
H (0.88135, 1.30878, -1.35448)  0.04
H (-0.65461, 1.14629, -1.87979)  0.08

Summary:
E_HOMO in eV: -9.217
Total charge: 0
HOMO-LUMO gap in eV: 9.08

***

Version two
ORCA calculation (ωB97M-V/def2-TZVPD) on a cluster of 2 separate species, C3H9NS in total.

Last column: Löwdin charge in e.
Atoms and positions in Å:
C (1.80645, -1.12307, 0.52659)  -0.05
C (0.84865, -0.58832, 1.31876)  -0.34
N (0.38532, -1.10260, 2.52091)  0.06
H (2.60047, -0.50197, 0.13843)  0.04
H (1.82751, -2.20172, 0.39304)  0.04
H (0.46439, 0.35843, 0.96345)  0.04
H (0.74783, -2.04727, 2.61803)  0.09
H (-0.63087, -1.07101, 2.56240)  0.09
C (-0.01586, 0.84507, -2.13592)  -0.45
S (-1.33811, 0.92027, -0.87966)  0.62
H (0.87837, 0.65575, -1.55563)  0.00
H (0.11028, 1.83785, -2.56974)  0.02
H (-0.30094, 0.20807, -2.96550)  0.03
H (-2.36885, 1.15080, -1.68331)  -0.17

Summary:
E_HOMO in eV: -8.073
Total charge: 0
HOMO-LUMO gap in eV: 8.94
SMILES: C=CN.CS

***

The relative energies come out as version one 0.093; version two 0.000, with values in eV.